Entry from the Open Molecules 2025 dataset: C24H25N4O5S as an isolated structure (ωB97M-V/def2-TZVPD).

Calculated total energy ... -1922.00116 hartree
E_HOMO ... -10.93 eV
Net charge ... +1
Frontier orbital gap ... 7.2 eV
F_max ... 19.3 eV/A

```
59
Properties=species:S:1:pos:R:3:forces:R:3
C -6.0030 -0.9593 -0.9650 -2.06 0.17 -3.06
C -4.9184 -0.7349 0.0848 -3.64 3.79 1.01
H -5.2707 -1.1301 0.9645 -0.66 -1.68 2.23
N -3.6187 -1.2392 -0.1713 2.33 1.06 -0.69
C -3.3937 -2.7758 0.1729 -0.10 6.12 6.72
C -4.2485 -3.7739 -0.3447 0.30 -2.10 -4.49
H -3.9363 -4.7773 0.1347 -0.61 1.43 -1.34
H -4.0482 -3.6406 -1.5915 -0.48 -1.42 3.08
H -5.3112 -3.6017 -0.2872 -0.14 0.03 0.63
H -2.3075 -2.8181 0.2087 -0.10 -0.69 -0.47
H -3.7113 -2.4248 1.4101 1.11 -2.18 -2.97
C -3.2622 -0.8805 -1.6135 9.22 -1.57 6.54
H -2.1498 -1.6283 -1.6885 -2.96 2.68 -0.17
H -3.8053 -1.3443 -2.2037 -5.64 -4.13 -5.40
C -3.0002 0.4938 -1.9585 -0.51 -0.61 11.21
N -2.1008 1.1212 -0.8182 5.41 -5.84 -10.63
C -2.4734 1.7290 0.1621 -5.59 8.38 6.07
O -3.7358 2.0001 0.3408 3.47 -1.15 0.14
C -1.3869 2.5796 1.0127 -10.43 -12.74 10.15
N -0.5161 1.5634 1.5952 -1.02 0.38 -1.65
C 0.8337 1.8376 1.4936 0.40 5.03 3.86
O 1.2054 3.0292 1.5261 -0.11 -2.51 -1.47
C 1.5398 0.6909 2.0073 -2.01 -1.25 -0.75
C 2.8173 0.3437 2.3212 0.50 4.56 -2.32
C 3.2190 -0.8511 2.2134 3.12 -10.28 5.28
C 2.3372 -1.9852 2.5504 -4.91 -0.69 -2.31
C 0.9162 -1.9064 2.3569 12.84 14.35 -1.05
C 0.6037 -0.2585 2.0210 -1.00 -8.57 2.42
C -0.8145 0.1533 1.8420 9.85 6.95 -1.04
O -1.7986 -0.3713 1.7148 -7.56 -4.25 0.04
H 0.1626 -2.3774 2.3932 -9.68 -7.32 0.83
H 2.5182 -3.0422 2.6759 1.67 0.05 0.28
H 4.2879 -1.2361 2.6400 -1.94 1.65 -1.97
H 3.6045 0.9406 2.0435 1.57 2.70 0.32
H -1.0055 3.2584 0.6271 6.76 10.78 -6.86
H -2.0096 3.0351 1.9846 1.23 -1.02 -2.85
C -0.6581 0.8635 -1.3090 -2.87 -2.43 6.29
N -0.2113 -0.3097 -0.7090 -1.33 3.88 -4.92
C 1.1208 -0.3169 -1.1444 -5.73 -4.52 3.44
C 1.8256 -1.3670 -0.8762 8.86 -8.72 0.89
C 3.3667 -1.3803 -0.9564 -9.17 9.90 -0.68
C 3.7073 0.0209 -1.2146 6.55 -6.85 -0.02
C 2.9842 1.0249 -1.6303 3.14 3.60 -0.71
C 1.6604 0.7440 -1.4752 1.43 12.12 -3.69
S 0.3646 2.1527 -1.6971 1.50 -2.45 -0.40
H 3.6691 1.9556 -1.9255 -2.47 -1.71 0.38
O 5.2771 -0.2779 -1.4668 -1.67 3.47 -0.27
C 5.6254 -1.6685 -1.1941 -4.79 5.29 -4.08
O 4.3143 -2.1154 -1.0600 2.42 -9.23 0.80
H 6.0298 -1.5153 -0.3107 2.97 -1.12 4.09
H 6.0147 -1.9288 -2.1516 0.99 -1.41 0.13
H 1.5394 -2.4045 -0.7652 -1.25 0.29 0.29
H -3.7398 1.1204 -1.8230 -4.60 2.85 -0.24
H -2.5671 0.5235 -2.7601 4.88 0.87 -8.80
H -2.9510 -0.7143 0.6096 -1.29 -1.39 -2.53
H -4.9780 0.4428 0.5023 0.95 -2.86 -1.98
H -6.1208 -2.0581 -1.4339 0.53 2.43 1.19
H -7.1225 -0.6748 -0.6388 2.84 -0.55 -0.24
H -5.8076 -0.2399 -1.8910 -0.52 -1.55 1.76
```
Positions in Å, forces in eV/Å.